# 1
{"formula": "C23H27FN2O3", "method": "wB97M-V/def2-TZVPD", "symbols": ["C", "H", "O", "C", "C", "C", "C", "C", "C", "O", "C", "C", "C", "N", "C", "C", "H", "H", "H", "H", "C", "C", "C", "C", "C", "C", "C", "H", "H", "H", "H", "F", "H", "H", "H", "H", "H", "H", "H", "H", "C", "O", "N", "C", "C", "C", "H", "H", "H", "H", "H", "H", "H", "H", "H", "H"], "coordinates": [[-1.957, -4.275, 0.575], [-1.831, -5.215, 0.038], [-0.749, -3.576, 0.401], [-0.611, -2.359, 0.981], [-1.582, -1.732, 1.753], [-1.340, -0.494, 2.317], [-0.115, 0.137, 2.154], [0.858, -0.479, 1.370], [0.620, -1.701, 0.767], [1.602, -2.316, 0.024], [1.669, -1.992, -1.367], [0.338, -2.184, -2.091], [0.485, -1.834, -3.577], [1.018, -0.515, -3.833], [2.255, -0.295, -3.121], [2.177, -0.569, -1.611], [3.166, -0.446, -1.165], [1.491, 0.139, -1.144], [2.585, 0.731, -3.298], [3.001, -0.970, -3.559], [0.077, 0.587, -3.889], [-0.545, 1.046, -2.587], [-1.740, 0.513, -2.119], [-2.306, 0.888, -0.915], [-1.670, 1.841, -0.141], [-0.488, 2.406, -0.587], [0.061, 2.017, -1.796], [0.978, 2.472, -2.142], [0.006, 3.156, 0.012], [-2.087, 2.140, 0.807], [-3.235, 0.436, -0.603], [-2.392, -0.410, -2.870], [-0.719, 0.285, -4.576], [0.609, 1.433, -4.336], [-0.483, -1.923, -4.073], [1.173, -2.553, -4.039], [0.007, -3.217, -1.987], [-0.409, -1.538, -1.626], [2.403, -2.711, -1.751], [1.813, -0.008, 1.192], [0.074, 1.474, 2.790], [-0.864, 2.227, 2.982], [1.357, 1.757, 3.120], [1.839, 2.953, 3.749], [1.069, 3.641, 4.838], [1.210, 4.288, 3.490], [1.861, 5.142, 3.382], [0.329, 4.311, 2.870], [1.620, 4.041, 5.675], [0.100, 3.242, 5.086], [2.918, 2.920, 3.844], [2.034, 1.019, 3.014], [-2.101, -0.005, 2.905], [-2.538, -2.204, 1.918], [-2.803, -3.727, 0.149], [-2.152, -4.487, 1.631]], "max_force_ev_per_a": 0.5, "e_lumo_ev": 0.722, "smiles": "COc1ccc(C(=O)NC2CC2)cc1OC1CCN(Cc2ccccc2F)CC1", "homo_ev": -8.168, "gap_ha": 0.327, "relative_energy_kcal_mol": 56.2}

# 2
{"formula": "C23H27IrN7S", "method": "wB97M-V/def2-TZVPD", "symbols": ["Ir", "C", "C", "C", "C", "C", "C", "C", "N", "N", "C", "C", "C", "C", "C", "C", "N", "C", "C", "C", "C", "C", "C", "N", "H", "H", "H", "H", "H", "H", "H", "H", "H", "H", "H", "H", "H", "H", "H", "H", "H", "H", "H", "H", "C", "C", "C", "N", "N", "C", "N", "S", "H", "H", "H", "H", "H", "H", "H"], "coordinates": [[-0.061, -0.259, -0.228], [-0.662, -1.619, 2.371], [0.642, -1.303, 3.058], [1.428, -0.154, 2.488], [2.418, 0.413, 3.276], [3.223, 1.430, 2.798], [3.015, 1.883, 1.497], [2.019, 1.318, 0.751], [1.219, 0.312, 1.228], [-0.511, -1.924, 0.898], [0.450, -3.061, 0.661], [1.319, -2.809, -0.529], [2.186, -3.752, -1.040], [2.992, -3.421, -2.120], [2.903, -2.140, -2.667], [2.013, -1.244, -2.135], [1.220, -1.578, -1.072], [-1.850, -2.333, 0.349], [-2.758, -1.149, 0.410], [-4.101, -1.206, 0.692], [-4.837, -0.023, 0.703], [-4.181, 1.174, 0.453], [-2.828, 1.170, 0.184], [-2.122, 0.017, 0.144], [-1.360, -0.787, 2.446], [-1.127, -2.484, 2.851], [1.309, -2.167, 3.104], [0.412, -1.094, 4.105], [2.552, 0.030, 4.280], [3.997, 1.861, 3.422], [3.612, 2.676, 1.067], [1.822, 1.666, -0.252], [-0.129, -3.978, 0.531], [1.070, -3.214, 1.540], [2.233, -4.736, -0.590], [3.682, -4.149, -2.530], [3.522, -1.841, -3.503], [1.921, -0.240, -2.521], [-2.226, -3.181, 0.922], [-1.702, -2.666, -0.683], [-4.571, -2.158, 0.903], [-5.897, -0.040, 0.922], [-4.711, 2.117, 0.477], [-2.287, 2.086, 0.023], [0.256, 4.621, 0.005], [-0.616, 4.431, -1.237], [-0.520, 3.066, -1.833], [-0.358, 1.957, -1.185], [-0.312, 0.842, -1.996], [-0.524, 1.104, -3.289], [-0.569, 0.209, -4.259], [-0.688, 2.806, -3.548], [-0.044, 5.530, 0.520], [1.306, 4.725, -0.267], [0.144, 3.790, 0.705], [-0.368, 5.165, -2.006], [-1.673, 4.604, -1.003], [-0.561, -0.782, -4.073], [-0.731, 0.486, -5.219]], "max_force_ev_per_a": 0.8, "e_lumo_ev": [-14.490, -15.525], "charge": 4, "spin_multiplicity": 2, "homo_ev": [-21.356, -21.330], "s2": 0.7555, "gap_ha": [0.252, 0.213], "relative_energy_kcal_mol": 27.2}

# 3
{"formula": "C23H27MgN3S4", "method": "wB97M-V/def2-TZVPD", "symbols": ["Mg", "S", "C", "C", "C", "C", "C", "C", "S", "C", "C", "C", "C", "C", "C", "C", "S", "C", "C", "C", "C", "C", "C", "S", "N", "H", "H", "H", "H", "H", "H", "H", "H", "H", "H", "H", "H", "H", "H", "H", "C", "C", "C", "C", "N", "N", "H", "H", "H", "H", "H", "H", "H", "H", "H", "H", "H", "H"], "coordinates": [[0.690, 0.305, 0.030], [2.912, -0.290, -0.719], [2.817, 0.901, -1.997], [3.920, 1.743, -2.213], [3.924, 2.697, -3.210], [2.825, 2.842, -4.050], [1.733, 2.018, -3.873], [1.711, 1.076, -2.846], [0.256, 0.058, -2.673], [-1.074, 1.299, -2.473], [-1.953, 1.090, -1.268], [-3.250, 1.590, -1.270], [-3.988, 1.533, -0.102], [-3.427, 0.960, 1.029], [-2.144, 0.438, 0.944], [-1.521, -0.254, 2.121], [0.176, 0.295, 2.550], [-0.005, 2.037, 2.879], [-0.233, 2.371, 4.216], [-0.350, 3.686, 4.612], [-0.235, 4.688, 3.652], [0.009, 4.369, 2.334], [0.157, 3.036, 1.896], [0.541, 2.801, 0.219], [-1.437, 0.514, -0.185], [4.772, 1.625, -1.558], [4.792, 3.331, -3.341], [2.827, 3.582, -4.840], [0.879, 2.090, -4.537], [-0.578, 2.266, -2.365], [-1.679, 1.306, -3.378], [-3.659, 2.038, -2.165], [-4.991, 1.936, -0.070], [-3.976, 0.908, 1.959], [-2.145, -0.140, 3.004], [-1.391, -1.317, 1.899], [-0.317, 1.571, 4.942], [-0.519, 3.930, 5.653], [-0.332, 5.727, 3.940], [0.112, 5.147, 1.590], [-0.044, -5.366, 1.290], [0.175, -4.393, 0.134], [-0.899, -4.608, -0.934], [1.570, -4.606, -0.468], [0.007, -3.044, 0.716], [0.194, -1.963, -0.202], [-0.004, -6.395, 0.935], [-1.016, -5.185, 1.750], [0.729, -5.236, 2.052], [-0.942, -5.664, -1.203], [-0.683, -4.045, -1.844], [-1.876, -4.307, -0.551], [1.686, -5.645, -0.779], [2.344, -4.380, 0.269], [1.737, -3.980, -1.346], [0.696, -2.922, 1.450], [-0.577, -1.985, -0.856], [1.050, -2.078, -0.753]], "max_force_ev_per_a": 0.5, "e_lumo_ev": 0.178, "homo_ev": -7.024, "gap_ha": 0.265, "relative_energy_kcal_mol": 0.0}